Molecular formula: C66H69N4
Method: DFT, ωB97M-V with the def2-TZVPD basis set

Last column: Mulliken charge in e.
Geometry (Å):
N -2.2463 -2.7200 -0.8291  0.3107
N -0.2231 -3.4710 1.8571  -0.1225
N -0.9822 -2.9926 -0.3805  0.1342
N -2.4284 -2.9484 1.3411  -0.7067
C 0.2984 6.2414 -8.1580  -0.4014
C -3.4611 8.7641 8.0657  -0.3520
C -3.7946 6.7198 6.2159  -0.3627
C -4.4760 3.7687 -2.1785  -0.8042
C 6.9438 -5.8370 -3.8625  -0.3178
C 9.1659 -5.6533 -4.7619  -0.3777
C 0.4584 -1.3832 -3.1776  -0.1599
C -5.6796 1.7927 -1.5222  -0.2237
C 1.0084 0.6851 -1.4978  -1.3334
C 2.1170 -2.5638 1.4713  -0.9463
C -0.9169 5.4484 -6.2413  -0.4930
C 0.7474 -0.1475 -3.6888  -1.1818
C -0.3323 4.1980 -6.3898  -0.2641
C 2.7608 -4.8059 -5.6559  -0.7336
C 1.3559 2.2813 -3.4210  -1.5612
C 0.7011 -0.5502 -0.9808  0.2329
C -1.0665 6.5522 2.3206  -0.4836
C 2.6803 -3.8201 5.6776  -0.4588
C 1.1175 -6.2467 -3.9403  -0.4473
C -1.1518 -0.3066 8.0697  -0.4632
C 1.4627 -4.3784 -5.4170  -0.4149
C -3.5414 -0.7830 -3.6822  -0.7439
C -1.1487 -3.1493 0.9506  0.4876
C -0.6035 6.4696 -7.1275  -0.3992
C 0.4397 -1.6149 -1.8187  0.7092
C -3.5207 -1.7406 -4.6751  -0.5588
C 9.1995 -7.0273 -4.9592  -0.3599
C 6.9794 -7.2118 -4.0550  -0.2927
C -0.3952 -1.2892 10.5539  -0.3711
C 0.1241 -3.0315 -1.3310  -0.7310
C 0.8802 4.9901 -8.3085  -0.4044
C -0.5948 5.8430 1.2245  -0.5215
C 3.7485 -4.1975 4.8736  -0.3923
C 1.0458 0.9219 -2.8563  1.1964
C -4.8490 7.0902 7.0394  -0.4085
C -4.4780 2.4384 -1.7830  -0.0637
C 4.9838 -3.5822 5.0252  -0.5080
C -1.3893 0.4425 9.2137  -0.3560
C -3.0872 -3.0223 -4.4239  -0.9071
C 0.6421 -5.0969 -4.5573  -0.0401
C 2.4180 -6.6722 -4.1766  -0.5116
C -3.3071 5.8351 1.8208  -0.6730
C -3.1014 -1.1631 -2.4339  0.1841
C -2.8371 5.1328 0.7194  -0.0253
C 1.1912 -3.7860 1.6851  -0.5480
C -4.6830 8.1135 7.9626  -0.3848
C -2.5702 7.3675 6.3228  -0.2591
C -2.6750 -3.3969 -3.1651  -0.0829
C -6.8785 2.4803 -1.6519  -0.4644
C -2.4225 6.5459 2.6206  -0.4174
C 2.8450 -2.8208 6.6273  0.0833
C -2.4037 8.3882 7.2487  -0.4630
C -3.0709 -2.7005 0.2097  -0.0394
C -5.6741 4.4575 -2.3041  -0.5033
C -1.0089 -0.0480 10.4557  -0.4026
C -1.4803 5.1350 0.4230  -0.3135
C -0.1543 -2.0373 9.4097  -0.4161
C 8.0387 -5.0584 -4.2123  -0.4278
C 3.2400 -5.9506 -5.0325  -0.2949
C 4.0790 -2.2023 6.7756  -0.5493
C -0.5303 -1.5443 8.1674  -0.2542
C 0.5631 3.9672 -7.4255  -0.3826
C 8.1081 -7.8069 -4.6016  -0.4712
C 5.1488 -2.5858 5.9777  -0.3596
C -2.6865 -2.4474 -2.1726  -0.5432
C -6.8755 3.8136 -2.0388  -0.4645
H 2.7910 -7.5670 -3.6943  0.3899
H 1.0152 2.9899 -7.5446  0.3568
H -0.1038 -1.6739 11.5230  0.3641
H -3.5268 4.5823 0.0925  0.2294
H -2.3248 -4.4078 -2.9659  0.8179
H 2.2635 2.7115 -2.9824  0.4260
H -2.7893 7.0952 3.4783  0.5096
H -1.4489 8.8919 7.3331  0.3616
H 0.7623 0.0463 -4.7601  0.3999
H 0.4635 5.8431 0.9943  0.3715
H 6.0619 -5.3719 -3.4381  0.4329
H -0.2415 -3.5455 -2.2282  -0.2913
H 0.6699 -0.6473 0.1012  0.3528
H 0.9961 -3.5933 -1.0035  0.6659
H -0.3396 -2.1262 7.2735  0.4458
H -3.0730 -3.7296 -5.2491  0.4193
H 1.6332 -1.7087 1.9556  0.3056
H 3.4002 -4.2472 -6.3273  0.3974
H 6.1265 -7.8203 -3.7786  0.3797
H -0.5685 -3.5038 2.8048  0.2717
H 10.0191 -5.0464 -5.0368  0.3612
H 4.2548 -6.2815 -5.2149  0.5142
H -1.6170 5.6276 -5.4346  0.3910
H -4.1216 -2.4960 0.0509  0.4589
H 2.3425 -2.3873 0.4170  0.2162
H 1.4689 2.2627 -4.5103  0.3465
H 2.0134 -2.5231 7.2529  0.1532
H 3.0733 -2.7166 1.9834  0.3896
H 8.0134 -3.9870 -4.0572  0.3597
H -3.8573 -1.4745 -5.6743  0.4304
H 1.5312 -4.2501 2.6170  0.3938
H 0.4749 -6.8120 -3.2755  0.4396
H 1.5809 4.8120 -9.1143  0.3649
H -0.3715 -4.7597 -4.3703  0.2998
H 10.0773 -7.4907 -5.3911  0.3633
H -1.1124 4.5839 -0.4350  0.5146
H -3.5387 4.2700 -2.3878  0.5986
H 1.7174 -4.3055 5.5640  0.4316
H -5.5065 8.4044 8.6024  0.3589
H -1.7453 7.0757 5.6838  0.4032
H -3.3325 9.5637 8.7840  0.3619
H 4.2069 -1.4218 7.5146  0.3870
H -3.9263 5.9254 5.4909  0.4049
H 8.1371 -8.8791 -4.7494  0.3625
H 1.2361 1.4894 -0.7990  0.4420
H 0.3265 -3.0050 9.4864  0.3893
H 0.5475 7.0398 -8.8453  0.3638
H -7.8099 4.3512 -2.1344  0.3875
H -3.5402 1.9035 -1.6780  0.4705
H -7.8157 1.9773 -1.4502  0.3789
H 1.0888 -3.4844 -5.9019  0.4398
H 1.3404 -4.5630 0.9251  0.3346
H 3.6186 -4.9740 4.1281  0.4596
H -5.6822 0.7526 -1.2174  0.3390
H -0.3771 7.1098 2.9423  0.3880
H -3.8626 0.2404 -3.8479  0.4884
H -5.8016 6.5813 6.9612  0.3653
H -3.0922 -0.4261 -1.6311  0.5183
H -5.6722 5.4963 -2.6086  0.3933
H -0.5762 3.4012 -5.6970  0.4919
H -1.1920 0.5373 11.3476  0.3631
H -1.0616 7.4439 -7.0146  0.3645
H 0.5463 2.9992 -3.2270  0.2731
H -1.4506 0.0750 7.1012  0.3448
H 0.2201 -2.2020 -3.8567  0.1548
H -1.8711 1.4091 9.1379  0.3738
H 5.8175 -3.8796 4.4017  0.3849
H -4.3644 5.8292 2.0558  0.3780
H 6.1122 -2.1071 6.0979  0.3822

Cartesian forces, eV/Å:
-1.373 0.099 -0.954
0.345 -0.106 0.004
-0.195 -0.657 0.737
-0.269 0.039 -0.629
-0.009 -0.002 -0.005
-0.002 -0.011 0.004
0.034 0.010 0.006
0.047 -0.003 -0.083
-0.012 -0.008 0.011
-0.001 -0.010 -0.005
-0.287 -0.950 -0.569
0.044 0.002 -0.011
0.205 0.783 0.646
-0.222 -0.369 0.179
-0.004 -0.005 0.012
0.254 0.889 -0.650
-0.003 -0.010 0.003
0.025 0.008 0.014
-0.081 0.376 -0.101
-0.069 -0.163 0.757
-0.013 -0.023 0.012
-0.013 0.035 -0.072
-0.026 0.028 0.079
0.014 0.002 -0.028
-0.042 0.050 0.022
0.053 -0.055 0.130
0.457 -0.103 0.723
0.010 0.002 0.008
0.090 -0.611 0.251
-0.390 0.604 -0.841
-0.002 0.012 0.014
-0.017 0.025 -0.007
0.014 0.006 0.017
-0.126 1.009 -1.337
0.011 -0.003 -0.003
0.035 -0.012 -0.014
-0.054 0.015 -0.050
-0.043 0.199 -0.417
-0.017 -0.003 -0.012
-0.031 -0.076 -0.031
0.004 0.011 -0.038
-0.002 0.005 0.008
-0.001 -0.513 -0.669
0.045 0.005 0.025
0.024 0.025 0.008
0.008 0.004 0.011
-0.196 1.104 0.800
0.009 -0.038 0.009
0.938 -0.048 0.149
0.005 0.000 0.003
-0.036 -0.013 -0.001
0.380 -0.785 0.157
-0.027 -0.019 0.012
0.001 0.002 0.002
-0.031 0.009 0.006
0.018 0.012 -0.008
0.835 -0.098 0.521
-0.021 -0.001 -0.005
-0.005 -0.010 -0.015
-0.023 0.000 0.021
0.018 -0.017 -0.030
-0.008 0.019 -0.009
-0.003 -0.023 0.006
0.013 -0.013 -0.014
-0.016 0.009 0.024
0.004 -0.006 0.028
-0.007 -0.024 -0.018
-0.010 0.018 -0.003
0.711 0.262 0.156
0.024 -0.008 0.000
-0.012 0.000 -0.018
0.002 0.012 -0.009
0.000 0.006 -0.014
-0.003 0.021 0.060
-0.145 0.127 -0.019
-0.125 -0.147 -0.086
-0.009 0.020 -0.033
-0.015 -0.001 -0.003
-0.074 -0.302 0.117
-0.014 0.020 -0.002
0.015 0.000 0.007
0.081 -0.233 0.370
-0.004 -0.142 -0.137
-0.299 0.118 0.543
-0.037 -0.001 0.003
0.000 -0.025 0.245
0.242 0.066 -0.318
-0.005 -0.014 0.008
0.019 -0.006 0.007
-0.180 0.070 -0.174
-0.011 -0.006 0.001
-0.013 0.004 -0.017
0.000 0.001 -0.014
0.099 -0.062 0.265
-0.193 0.267 0.172
0.109 -0.129 0.220
0.030 0.010 0.011
-0.195 -0.094 -0.090
0.002 -0.013 -0.005
0.096 -0.096 0.127
-0.426 0.010 -0.079
0.009 -0.016 -0.026
-0.010 0.005 0.008
-0.022 -0.032 -0.072
-0.007 0.002 0.014
0.001 0.014 0.000
-0.015 0.008 0.006
0.016 -0.022 0.041
0.009 -0.003 -0.009
0.001 -0.008 0.021
0.001 -0.012 -0.005
-0.006 -0.018 0.003
0.010 -0.005 0.017
-0.001 0.015 -0.005
-0.070 -0.063 -0.168
-0.007 0.009 0.011
-0.010 -0.013 0.003
0.009 -0.009 -0.005
0.022 0.051 0.011
0.011 0.013 0.005
0.012 -0.018 -0.023
-0.183 0.219 0.024
0.037 -0.039 0.044
-0.024 0.010 0.006
-0.006 -0.004 -0.009
-0.026 -0.183 -0.083
0.008 0.013 -0.003
0.109 -0.168 -0.093
0.004 -0.011 0.008
-0.021 0.005 -0.018
-0.004 -0.010 -0.008
0.013 -0.008 0.003
0.111 -0.214 0.110
0.007 0.005 0.014
0.092 0.134 0.081
0.006 -0.011 0.001
-0.003 -0.004 0.020
0.010 0.012 -0.012
-0.012 -0.008 -0.001

largest force on an atom	1.68	eV/Å
energy	-2775.1465	Ha
total charge	+1